Record 1
Entry from OMol25: a structure of composition C22H44N3OP2Sm (ωB97M-V/def2-TZVPD).

The geometry in XYZ format:
```
73
Properties=species:S:1:pos:R:3:mulliken_charge:R:1
Sm 0.05581 0.21161 -0.43473 0.0735
P 0.25150 -1.94183 -1.74888 -0.0319
P 0.52226 2.69092 0.09151 -0.4649
N 0.74831 1.00608 -2.64698 -0.1303
C 1.21100 -1.34738 -3.20759 -0.9112
H 2.03727 -2.05571 -3.31873 0.4235
H 0.53667 -1.48873 -4.06400 0.5253
C 1.75595 0.08224 -3.19969 -1.0517
H 2.66287 0.17198 -2.58830 0.3032
H 1.98974 0.42923 -4.21707 0.6015
C 0.98249 2.48105 -2.71961 -1.1863
H 0.01902 2.93911 -2.92843 0.4672
H 1.65631 2.65046 -3.55049 0.4226
C 1.56085 3.02203 -1.39714 -0.6389
H 1.63174 4.11411 -1.44479 0.5801
H 2.57271 2.62237 -1.22249 0.4360
C 1.33017 3.02267 1.59521 1.1044
C 2.14156 1.90186 2.28726 -1.5792
H 3.09543 1.69872 1.80374 0.3173
H 1.57401 0.96262 2.34199 0.1274
H 2.33995 2.19965 3.32450 0.5305
C -1.06022 3.48426 -0.12097 0.6161
C -2.08647 3.03942 0.95645 -1.3819
H -3.07067 2.93822 0.50243 0.3843
H -2.15527 3.77197 1.76111 0.4954
H -1.81000 2.06530 1.39087 0.0052
C -1.35021 -2.44499 -2.25915 1.0419
C -1.99415 -3.30119 -1.16050 -1.5396
H -3.07195 -3.42473 -1.33428 0.5107
H -1.85434 -2.85917 -0.17641 0.1113
H -1.55137 -4.30439 -1.17319 0.3651
C 1.25532 -3.16011 -0.92000 0.5483
C 0.79815 -3.53606 0.49931 -1.3917
H 1.59766 -4.11028 0.99057 0.4817
H -0.10646 -4.15127 0.49917 0.3174
H 0.60174 -2.65864 1.12003 0.2927
C 2.08802 -0.09740 0.08511 0.3779
O 3.27594 -0.37828 0.42319 -0.4275
C -0.79394 4.99864 -0.08004 -1.8224
H 0.22370 5.23732 0.21277 0.5309
H -0.98678 5.45730 -1.05832 0.2874
H -1.47720 5.47567 0.63285 0.4626
C -1.07823 -3.23119 -3.53111 -1.6694
H -1.62361 -4.18356 -3.49872 0.3853
H -1.40302 -2.67930 -4.40655 0.3210
H -0.02033 -3.46989 -3.65852 0.6044
C 1.31140 -4.34659 -1.86238 -1.5686
H 1.95444 -5.12366 -1.42204 0.4821
H 0.32991 -4.79593 -2.01753 0.3126
H 1.73827 -4.09081 -2.83214 0.3824
C 0.29429 3.61783 2.52981 -1.7169
H -0.50892 2.90990 2.77674 0.2647
H 0.75990 3.90326 3.47434 0.5567
H -0.15035 4.49899 2.08865 0.3489
H 2.03091 3.78857 1.25806 0.8183
H 2.24821 -2.69837 -0.82964 0.5224
H -1.45781 3.19596 -1.09540 0.7517
H -2.01278 -1.57976 -2.47933 0.5855
H -0.18378 0.79863 -3.03028 0.3890
H -1.42317 0.60296 -0.98002 -0.1884
N -2.21091 -1.66759 5.33087 -0.4086
C -1.68754 -1.31511 4.18059 0.7523
C -0.27798 -1.37721 3.93242 -1.2443
C 0.24664 -0.99025 2.72409 -0.2590
N -0.51779 -0.53089 1.69706 0.7791
C -1.87248 -0.47779 1.88785 -0.5513
C -2.46133 -0.84414 3.07231 -0.9088
H -1.65188 -1.99708 6.10550 0.2154
H -3.20349 -1.61974 5.51156 0.2124
H 0.37847 -1.73914 4.72459 0.3592
H 1.34882 -1.08071 2.57068 0.4380
H -2.49874 -0.11363 1.03755 0.4604
H -3.54426 -0.77840 3.19473 0.3892
```

Output
HOMO energy (alpha / beta), eV: -13.41 / -13.37
⟨S²⟩: 8.839
Gap between HOMO and LUMO (alpha / beta), eV: 6.13 / 6.30
2S+1: 6
Total charge: +2
Lowest unoccupied orbital energy (alpha / beta), eV: -7.28 / -7.07

Record 2
Entry from OMol25: a structure of composition C22H44N6S (ωB97M-V/def2-TZVPD).

The geometry in XYZ format:
```
73
Properties=species:S:1:pos:R:3:mulliken_charge:R:1
C 4.73283 -2.33798 0.41219 -0.9598
N 3.74634 -2.47936 -0.65144 -0.2245
C 3.26191 -1.18857 -1.12091 -1.4874
C 2.45913 -0.40685 -0.10229 1.3546
C 2.64056 0.93800 -0.10716 -0.5660
C 1.92026 1.75714 0.79595 0.5548
N 1.96209 3.08898 0.88000 -0.7029
S 0.99558 3.50176 2.08161 0.1088
N 0.44211 2.05967 2.53976 -0.6452
C 1.03867 1.16473 1.74325 0.2482
C 0.85412 -0.23834 1.72546 -0.6761
C 1.51637 -1.00947 0.82088 0.1759
C 1.15164 -2.47038 0.76099 -0.9316
C 0.33122 -2.79403 -0.48445 -0.7752
N -0.95387 -2.09316 -0.40178 -0.3700
H 4.25353 -2.02669 1.34090 0.2860
H 5.20188 -3.30311 0.59766 0.3438
H 5.52252 -1.61361 0.17437 0.3621
H 4.18394 -2.95726 -1.42792 0.2719
H 2.66892 -1.34313 -2.02530 0.1798
H 4.10422 -0.54564 -1.41422 0.5349
H 3.34493 1.40860 -0.77955 0.5975
H 0.14679 -0.68001 2.41497 0.4075
H 2.02859 -3.11034 0.80268 0.4147
H 0.51361 -2.67482 1.62186 0.4005
H 0.13303 -3.86401 -0.52804 0.4173
H 0.89288 -2.52588 -1.38694 0.3378
H -0.80728 -1.08962 -0.41562 0.1500
H -1.53021 -2.30311 -1.20762 0.2457
C 2.23224 3.53899 -2.77747 -0.9293
C 1.36306 3.30350 -4.00133 -0.4715
N 1.70781 2.07538 -4.69690 0.1269
C 1.09664 1.95381 -6.00743 -0.7129
C -0.43178 1.85701 -6.08411 -0.9698
C 1.70712 0.87695 -3.87516 -0.8220
C 0.42539 0.53128 -3.10415 0.0095
H 3.29204 3.49614 -3.03446 0.3032
H 2.02351 4.51784 -2.34528 0.4734
H 2.03373 2.80126 -2.00137 -0.2527
H 1.49656 4.13072 -4.70339 0.5196
H 0.30615 3.33015 -3.69034 0.2696
H 1.53435 1.08290 -6.50320 0.3711
H 1.41657 2.82157 -6.59261 0.4472
H -0.79929 0.89017 -5.74138 0.2214
H -0.75469 1.97818 -7.11993 0.4009
H -0.91797 2.63654 -5.49669 0.2752
H 2.52228 0.96569 -3.15073 0.1454
H 1.98297 0.03697 -4.51842 0.3787
H 0.02777 1.39622 -2.57086 0.2189
H 0.64144 -0.23692 -2.35643 -0.4389
H -0.35815 0.14253 -3.75355 0.3971
C -5.83891 -0.02908 4.84697 -1.4204
C -4.93017 -0.99130 4.09634 -0.3592
N -3.89558 -0.31680 3.33642 0.1696
C -3.22420 -1.17422 2.37558 -0.7489
C -2.41204 -2.36109 2.90288 -0.7967
C -3.04071 0.58140 4.09468 -0.6707
C -2.28167 0.00707 5.29795 -1.0058
H -6.24017 0.72711 4.17097 0.3354
H -6.67471 -0.57554 5.28588 0.4391
H -5.31846 0.47857 5.65990 0.2878
H -5.53537 -1.55788 3.38330 0.4549
H -4.52686 -1.72775 4.81054 0.2803
H -2.57180 -0.54563 1.76343 0.2909
H -3.98791 -1.55935 1.69231 0.3453
H -1.48704 -2.03797 3.38220 0.0154
H -2.13242 -3.00078 2.06437 0.2925
H -2.97119 -2.96771 3.61692 0.4548
H -3.65458 1.41488 4.44620 0.3725
H -2.32651 1.02474 3.39612 0.3376
H -2.93193 -0.58505 5.94391 0.3087
H -1.88007 0.82428 5.90030 0.3826
H -1.44167 -0.61825 4.99876 0.2204
```

Output
HOMO energy, eV: -7.83
Gap between HOMO and LUMO, eV: 7.40
Lowest unoccupied orbital energy, eV: -0.43

Record 3
Entry from OMol25: a structure of composition C22H44O11S (ωB97M-V/def2-TZVPD).

The geometry in XYZ format:
```
78
Properties=species:S:1:pos:R:3:mulliken_charge:R:1
C 2.84774 0.28469 -5.08768 -0.5637
C 1.58244 0.04647 -4.76315 -0.6643
C 0.12039 -0.67629 -4.81892 1.3866
O 0.06874 -1.88115 -5.60731 -0.1318
C 0.63611 -1.69761 -6.93592 -0.9800
C -0.21400 -2.46933 -8.10492 0.3700
C 0.64963 -2.21429 -9.47887 -1.2954
C -0.46042 -4.03693 -7.79029 0.3331
C 0.73794 -4.73523 -6.94256 -1.0775
C -1.91459 -4.16719 -7.06893 -1.0220
C -0.23553 -0.76446 -3.22204 -0.5186
O -1.55734 -0.17301 -2.90003 -0.2432
S -2.32905 -0.37948 -4.41545 0.9609
O -2.65073 -1.87249 -4.37459 -0.5163
O -3.65922 0.29924 -4.63021 -0.5707
O -1.00195 0.12473 -5.33441 -0.3708
H 4.00416 0.36245 -5.14329 0.3640
H 1.74547 -2.06038 -6.98627 0.1443
H 0.67308 -0.58044 -7.27514 0.4812
H -1.19388 -1.86721 -8.21379 0.2813
H 1.01107 -1.10438 -9.44333 0.3678
H 0.03378 -2.44201 -10.42690 0.3499
H 1.59578 -2.89760 -9.51780 0.2519
H -0.53987 -4.57997 -8.81151 0.3537
H 0.80814 -4.36094 -5.85861 0.1541
H 0.47909 -5.87063 -6.90959 0.3793
H 1.77348 -4.59032 -7.43056 0.2692
H -2.77270 -3.71848 -7.69249 0.3239
H -2.13316 -5.29933 -6.95986 0.3506
H -1.84645 -3.65689 -6.03565 0.1148
H 0.08901 -1.70136 -2.63520 0.3030
H 0.46599 0.06439 -2.79659 0.3629
C -2.20767 -1.12661 -0.20323 -0.7577
O -1.34197 -0.96571 0.90475 -0.1774
C -1.85088 -0.03630 1.85803 -0.8528
C -1.17515 -0.23664 3.21155 0.1449
O -1.72937 -1.32210 3.95863 -0.4914
C -1.39485 -2.63236 3.49398 -0.3446
C 0.05088 -3.02141 3.79423 -0.6134
O 0.93084 -2.45008 2.82793 -0.2105
C 2.27041 -2.41779 3.27946 -0.7516
H -2.34681 -0.17511 -0.72363 0.3479
H -1.75588 -1.84429 -0.88987 0.1380
H -3.17408 -1.52453 0.12414 0.3744
H -2.93442 -0.15829 1.96756 0.3681
H -1.63390 0.97209 1.48513 0.4136
H -1.36450 0.65573 3.81592 0.0683
H -0.09151 -0.33324 3.11971 0.1844
H -1.64048 -2.75025 2.43765 0.1406
H -2.04757 -3.31066 4.05088 0.4129
H 0.15596 -4.11091 3.73487 0.4320
H 0.31998 -2.68297 4.80053 0.3465
H 2.35649 -1.79286 4.17487 0.2860
H 2.88650 -1.97843 2.49283 0.2269
H 2.63153 -3.42956 3.48939 0.3192
C 2.80227 6.14360 8.20392 -0.7803
O 1.65205 5.48286 7.71381 -0.2403
C 0.62865 6.39578 7.32467 -0.5934
C -0.36376 5.71613 6.38542 -0.3610
O 0.10071 5.64566 5.03507 -0.4779
C 1.13496 4.69152 4.78137 -0.4917
C 0.63442 3.24906 4.79881 -0.3816
O 0.52334 2.77735 6.13988 -0.3236
C -0.31169 1.64030 6.23756 -0.5723
H 2.55541 6.74513 9.08478 0.3156
H 3.53763 5.38768 8.48496 0.2346
H 3.23895 6.77609 7.42374 0.3254
H 1.06629 7.26832 6.82647 0.3540
H 0.10987 6.71878 8.23534 0.4290
H -1.26666 6.33393 6.34790 0.3953
H -0.66707 4.73311 6.75042 0.1546
H 1.98134 4.84009 5.45344 0.1906
H 1.48819 4.91207 3.76993 0.4141
H 1.35484 2.60590 4.27987 0.4227
H -0.33601 3.19178 4.29396 0.2728
H -1.32979 1.88614 5.91689 0.3032
H -0.34620 1.32899 7.28311 0.3491
H 0.08556 0.81741 5.63522 0.1084
```

Output
HOMO energy, eV: -9.24
Gap between HOMO and LUMO, eV: 9.14
Lowest unoccupied orbital energy, eV: -0.10

Ordered max |F| results: 17.8 0.4 6.8; unit eV/Å.